Entry from OMol25: a single C5H14N2 molecule (wB97M-V/def2-TZVPD).

Results
F_max   0.01137 Eh/bohr
SMILES   C[C@@H](N)C(C)(C)N
LUMO energy   0.951 eV
HOMO   -9.29 eV
Frontier orbital gap   0.3762 Eh
Energy above the lowest of the compared OMol25 structures with the same formula, charge and spin   4.2 kcal per mole

Geometry as XYZ:
```
21
Properties=species:S:1:pos:R:3:forces:R:3
C -1.115077 0.484360 -1.604695 0.1 0.1 0.1
C -0.384447 -0.522560 -0.705835 -0.1 0.0 -0.4
N 0.679653 -1.129680 -1.518395 0.5 -0.1 0.2
C 0.102623 0.093180 0.671215 0.0 0.0 0.2
C 0.516033 1.571490 0.567585 0.0 0.1 -0.2
C 1.281483 -0.694830 1.273535 0.1 0.0 -0.3
N -0.994567 0.028970 1.661135 0.1 -0.2 -0.2
H -1.930057 0.983330 -1.072275 0.0 0.0 -0.1
H -1.549717 -0.013990 -2.479005 0.0 0.0 0.2
H -0.430197 1.253330 -1.983335 -0.1 -0.2 0.2
H -1.094417 -1.330550 -0.481885 -0.2 0.2 0.5
H 1.063083 -1.932480 -1.017625 0.0 0.3 -0.2
H 0.274183 -1.516660 -2.370875 0.1 0.2 0.2
H 0.899723 1.944950 1.525285 -0.1 -0.3 -0.1
H -0.329497 2.215770 0.299295 0.1 -0.2 0.0
H 1.301843 1.713360 -0.181485 -0.1 -0.1 0.0
H 2.178923 -0.599320 0.650555 -0.2 -0.1 0.0
H 1.048873 -1.760650 1.375365 0.0 0.0 0.0
H 1.551083 -0.316810 2.267515 -0.3 0.0 -0.2
H -1.828007 0.476530 1.290595 0.0 0.0 0.0
H -1.241527 -0.947730 1.833325 0.0 0.3 -0.1
```
Positions in Å, forces in eV/Å.

These are the natural (NBO) partial charges, in e, on atoms 1 to 4: number 1, C, carries -0.619; number 2, C, carries -0.049; number 3, N, carries -0.842; number 4, C, carries 0.108

***

Entry from OMol25: a molecular structure, C5H14N2 at a distorted geometry (wB97M-V/def2-TZVPD).

Results
F_max   0.02725 Eh/bohr
LUMO energy (spin up / spin down)   0.086 / 0.087 eV
HOMO (spin up / spin down)   -8.31 / -8.31 eV
Frontier orbital gap (spin up / spin down)   0.3087 / 0.3087 Eh
Energy above the lowest of the compared OMol25 structures with the same formula, charge and spin   137.2 kcal per mole

Geometry as XYZ:
```
21
Properties=species:S:1:pos:R:3:forces:R:3
C 1.502512 0.164678 -0.636480 -1.1 0.4 0.0
C -0.294165 -1.380446 1.490532 1.0 -0.9 0.0
C 2.069288 1.082503 0.412587 0.0 0.0 0.0
N 0.861478 -1.657911 0.847800 -0.8 0.3 0.4
H 0.688844 -2.319582 0.088875 0.0 0.0 0.0
H 1.235867 0.683946 -1.561198 0.2 0.1 -0.1
H 2.112922 -0.699457 -0.857631 -0.2 -0.1 0.1
H -1.122162 -2.099803 1.457901 0.0 0.2 -0.2
H -0.165972 -0.931690 2.477071 0.0 0.2 -0.1
H -0.840838 -0.394958 0.851378 0.0 0.8 -0.8
H 2.401346 0.509928 1.276685 0.0 0.0 0.0
H 2.921621 1.637653 0.005472 -0.1 0.0 0.1
H 1.321838 1.811464 0.734422 0.0 0.0 0.0
C -1.966188 -0.153485 -1.262694 0.1 0.0 -0.1
C -1.134279 0.568947 -0.229758 -0.5 -0.3 0.8
N -1.245821 1.767677 0.157540 0.1 0.0 -0.1
H -1.974238 2.286546 -0.340656 0.1 -0.1 0.0
H 0.139744 0.133997 -0.321046 1.3 -0.6 0.0
H -3.020752 0.115833 -1.173815 0.1 0.0 0.0
H -1.872708 -1.234754 -1.152033 0.0 0.0 0.0
H -1.618338 0.108914 -2.264951 0.0 0.0 0.0
```
Positions in Å, forces in eV/Å.

These are the natural (NBO) partial charges, in e, on atoms 1 to 4: number 1, C, carries -0.391; number 2, C, carries -0.338; number 3, C, carries -0.652; number 4, N, carries -0.607

***

Entry from OMol25: 2 unconnected molecules or ions with the total composition C5H14N2 (wB97M-V/def2-TZVPD).

Results
F_max   0.01838 Eh/bohr
LUMO energy   0.976 eV
HOMO   -6.49 eV
Frontier orbital gap   0.2742 Eh
Energy above the lowest of the compared OMol25 structures with the same formula, charge and spin   89.1 kcal per mole

Geometry as XYZ:
```
21
Properties=species:S:1:pos:R:3:forces:R:3
C 1.780895 -0.388353 -0.333668 -0.1 0.3 -0.3
C 1.119948 -1.606888 0.286198 0.0 0.3 0.2
C 1.320820 0.082622 -1.661059 0.1 -0.2 0.1
N -2.389235 -0.616741 -0.239993 -0.1 0.0 0.0
H 2.866794 -0.436286 -0.224958 -0.1 0.1 0.1
H -3.102411 -1.003329 0.357986 0.0 0.1 -0.1
H -2.475318 -0.871540 -1.209425 0.0 0.0 0.1
H 1.457923 -2.503153 -0.235441 0.0 0.1 0.0
H 1.367226 -1.717017 1.345690 0.0 0.0 0.0
H 1.132033 1.379335 -0.453125 0.2 -0.2 0.9
H 2.105214 0.210238 -2.403994 0.0 0.0 0.0
H 0.461879 -0.456621 -2.060157 0.0 -0.1 0.0
H 0.034417 -1.545378 0.187206 0.0 0.0 0.0
N 1.377525 0.965988 0.576260 -0.2 -0.2 -0.9
C -1.942133 0.659991 0.035581 0.1 0.0 0.2
C -2.083162 1.316272 1.193454 0.0 -0.1 -0.1
H 0.519730 0.814138 1.111532 0.0 0.1 0.0
H 2.084091 1.429321 1.149629 0.0 -0.1 -0.1
H -1.349185 1.085193 -0.768549 -0.1 0.0 0.0
H -2.624860 0.898772 2.033735 0.0 0.0 0.0
H -1.662194 2.303437 1.313099 0.0 0.0 0.0
```
Positions in Å, forces in eV/Å.

These are the natural (NBO) partial charges, in e, on atoms 1 to 4: number 1, C, carries -0.023; number 2, C, carries -0.643; number 3, C, carries -0.915; number 4, N, carries -0.818

***

Entry from OMol25: a molecular structure, C5H14N2 at a distorted geometry (wB97M-V/def2-TZVPD).

Results
F_max   0.04031 Eh/bohr
LUMO energy   0.809 eV
HOMO   -6.99 eV
Frontier orbital gap   0.2866 Eh
Energy above the lowest of the compared OMol25 structures with the same formula, charge and spin   85.3 kcal per mole

Geometry as XYZ:
```
21
Properties=species:S:1:pos:R:3:forces:R:3
C 1.375064 -0.054954 0.988496 -0.7 0.2 0.1
C 1.618793 1.161009 -1.222958 0.0 -0.1 0.0
C 0.878259 0.080500 -0.454217 1.7 -1.0 -0.7
N -0.270110 -1.967607 -0.596379 -0.7 0.3 0.7
C 0.602517 -1.109628 -1.156291 -0.6 1.3 0.3
H -0.745680 -2.596292 -1.230306 0.2 0.0 0.1
H -0.954295 -1.400061 0.019332 0.7 -0.8 -0.7
H 0.789626 -1.190962 -2.224494 0.0 0.0 0.0
H 1.416988 0.927657 1.465102 0.0 0.0 0.0
H 0.693847 -0.665750 1.580002 0.1 -0.1 0.1
H 2.703400 1.034797 -1.156121 0.0 0.0 0.1
H 1.352505 1.165098 -2.280055 -0.1 0.0 0.0
H 2.378714 -0.485605 1.018149 -0.1 0.0 -0.1
H 1.384019 2.145044 -0.811479 0.0 0.0 0.0
C -1.940977 0.247615 0.312012 1.2 0.8 -0.4
N -1.858169 0.257431 1.766479 -0.1 -0.1 0.2
H -2.759394 0.407074 2.211203 0.1 0.1 0.0
H -1.213953 0.967940 2.090126 -0.1 0.0 0.0
H -2.245104 1.200697 -0.143893 0.0 0.0 0.1
H -2.712619 -0.464821 0.008261 0.3 -0.2 -0.1
H -0.493431 0.340820 -0.182969 -2.0 -0.5 0.4
```
Positions in Å, forces in eV/Å.

These are the natural (NBO) partial charges, in e, on atoms 1 to 4: number 1, C, carries -0.613; number 2, C, carries -0.609; number 3, C, carries -0.280; number 4, N, carries -0.789

***

Entry from OMol25: 2 unconnected molecules or ions with the total composition C5H14N2 (wB97M-V/def2-TZVPD).

Results
F_max   0.00941 Eh/bohr
SMILES   [H]/N=C/NC.CCC
LUMO energy   1.008 eV
HOMO   -8.99 eV
Frontier orbital gap   0.3676 Eh
Energy above the lowest of the compared OMol25 structures with the same formula, charge and spin   16.9 kcal per mole

Geometry as XYZ:
```
21
Properties=species:S:1:pos:R:3:forces:R:3
H 3.177792 2.398268 -0.717399 -0.2 0.2 -0.1
N 2.367868 1.805259 -0.562142 0.4 -0.3 0.1
C 2.199070 1.641774 0.688166 -0.2 0.1 0.0
N 1.304731 0.736294 1.190179 -0.1 0.2 0.0
C 0.601466 1.015350 2.440122 0.0 -0.4 -0.2
H 2.727881 2.205305 1.461931 0.1 -0.1 0.0
H 0.771797 0.291076 0.456498 -0.1 0.0 0.1
H -0.437385 0.708580 2.326048 0.0 0.0 0.1
H 1.024898 0.449627 3.272802 0.0 0.1 0.0
H 0.609229 2.079031 2.665577 0.0 0.1 0.1
C -0.343427 -2.024014 -0.974359 -0.4 -0.1 0.1
C -1.639771 -1.270119 -0.661237 0.2 -0.1 -0.2
C -2.022777 -0.357271 -1.818790 0.3 0.3 0.1
H -0.489589 -2.649509 -1.857416 0.1 0.1 -0.1
H -0.056829 -2.689532 -0.161824 0.1 0.0 0.1
H 0.465708 -1.319632 -1.165527 0.1 -0.1 -0.1
H -1.507343 -0.693429 0.256794 -0.1 0.1 0.1
H -2.452107 -1.979076 -0.488505 0.0 0.0 0.1
H -2.960240 0.167176 -1.647127 -0.2 -0.2 -0.1
H -1.272802 0.426856 -1.964688 0.1 -0.1 0.0
H -2.068171 -0.942015 -2.739105 -0.2 0.1 0.0
```
Positions in Å, forces in eV/Å.

These are the natural (NBO) partial charges, in e, on atoms 1 to 4: number 1, H, carries 0.339; number 2, N, carries -0.719; number 3, C, carries 0.286; number 4, N, carries -0.620

***

Entry from OMol25: a gas-phase ion, C5H14N2 (charge +1) at a distorted geometry (wB97M-V/def2-TZVPD).

Results
2S+1   2
⟨S²⟩   0.755
Net charge   +1
F_max   0.07695 Eh/bohr
LUMO energy (spin up / spin down)   -3.149 / -8.226 eV
HOMO (spin up / spin down)   -13.40 / -13.24 eV
Frontier orbital gap (spin up / spin down)   0.3769 / 0.1842 Eh
Energy above the lowest of the compared OMol25 structures with the same formula, charge and spin   43.7 kcal per mole

Geometry as XYZ:
```
21
Properties=species:S:1:pos:R:3:forces:R:3
N -0.222752 -0.912299 -1.919001 -0.2 -0.2 0.1
C -2.774513 -0.833346 -0.290244 0.5 1.6 -0.2
C -1.508884 0.095802 -0.016848 0.2 -0.6 -2.5
C -0.162427 -0.611101 -0.507741 -0.3 -0.2 1.1
C 1.241120 0.135027 -0.210480 -2.1 2.3 1.0
N 1.383562 0.470912 1.268538 2.9 -1.9 -1.9
C 2.056230 1.661076 1.616395 0.1 2.2 0.5
H 0.574396 -1.549115 -2.050965 -0.9 0.0 -0.8
H -1.150160 -1.371693 -2.121758 1.7 0.5 0.1
H -2.655330 -1.743600 0.265697 -0.2 -0.5 0.4
H -3.606651 -0.209633 0.127089 0.4 -1.0 -0.6
H -2.967091 -1.094914 -1.362305 0.1 0.5 0.9
H -1.631773 0.997403 -0.723659 0.2 -0.9 1.6
H -1.582353 0.286997 1.061108 0.6 0.4 -0.4
H -0.021153 -1.564998 0.004730 -0.3 -0.1 0.7
H 2.148339 -0.401666 -0.596570 -0.9 0.3 0.6
H 1.136715 1.184459 -0.598647 0.4 -1.2 -0.4
H 1.846269 -0.237680 1.855465 -1.3 -0.6 -0.1
H 3.036992 1.843959 1.048158 -1.2 -0.7 0.6
H 1.446167 2.534156 1.398669 -0.2 0.2 -0.5
H 2.190802 1.731300 2.699746 0.4 -0.4 -0.2
```
Positions in Å, forces in eV/Å.

These are the natural (NBO) partial charges, in e, on atoms 1 to 4: number 1, N, carries -0.815; number 2, C, carries -0.607; number 3, C, carries -0.428; number 4, C, carries -0.026

***

Entry from OMol25: 2 unconnected molecules or ions with the total composition C5H14N2 at a distorted geometry (wB97M-V/def2-TZVPD).

Results
Net charge   +2
F_max   0.10027 Eh/bohr
LUMO energy   -9.054 eV
HOMO   -20.13 eV
Frontier orbital gap   0.4071 Eh
Energy above the lowest of the compared OMol25 structures with the same formula, charge and spin   60.9 kcal per mole

Geometry as XYZ:
```
21
Properties=species:S:1:pos:R:3:forces:R:3
C -0.941153 -0.392297 -1.001518 -1.7 0.1 0.5
C -2.073201 -0.177077 -3.115969 2.0 -1.5 -3.2
C 1.975782 -0.562253 0.746843 1.2 -1.5 -1.1
C 0.698137 -0.303526 2.688242 -0.7 0.2 3.8
C 1.094758 1.531058 1.281887 -2.9 3.4 -2.5
N -1.723416 -0.878490 -1.906651 1.3 1.9 1.6
N 1.286020 0.165301 1.510002 0.9 -1.3 -1.5
H -0.653956 0.640417 -1.115826 0.3 0.2 -0.5
H -1.349621 -0.643851 -3.884529 -0.5 0.8 0.9
H -1.848351 0.890855 -3.148030 -0.6 -0.2 0.5
H -2.963112 -0.582766 -3.605640 -0.6 0.7 0.9
H 2.274263 -0.325828 -0.281848 0.1 0.7 0.6
H 2.319313 -1.535059 1.091747 -0.5 -0.1 0.1
H -0.747127 -0.770747 0.032937 -0.3 -0.7 -1.5
H 1.123540 0.389993 3.479991 -1.2 -0.7 -0.5
H -0.404931 -0.174982 2.538322 0.9 -0.1 0.7
H 0.935741 -1.315844 3.067462 0.0 0.4 -1.0
H 1.373401 1.824413 0.253743 -0.1 -0.5 0.2
H -0.051737 1.898156 1.379545 2.9 -0.9 0.4
H 1.821470 2.093440 1.826000 0.0 0.5 1.2
H -2.145821 -1.770912 -1.836711 -0.3 -1.4 0.5
```
Positions in Å, forces in eV/Å.

These are the natural (NBO) partial charges, in e, on atoms 1 to 4: number 1, C, carries 0.080; number 2, C, carries -0.478; number 3, C, carries 0.107; number 4, C, carries -0.453

***

Entry from OMol25: a gas-phase ion, C5H14N2 (charge +2) at a distorted geometry (wB97M-V/def2-TZVPD).

Results
Net charge   +2
F_max   0.03201 Eh/bohr
SMILES   C[C@@H]([NH3+])C/C=C/[NH3+]
LUMO energy   -7.021 eV
HOMO   -18.64 eV
Frontier orbital gap   0.4269 Eh
Energy above the lowest of the compared OMol25 structures with the same formula, charge and spin   10.2 kcal per mole

Geometry as XYZ:
```
21
Properties=species:S:1:pos:R:3:forces:R:3
C -0.987872 -0.893618 -1.564754 0.6 0.5 -0.6
C -1.168997 0.495677 -0.917469 -1.3 -0.9 -0.3
N -2.717186 0.580083 -0.733563 0.8 -1.0 1.0
C -0.566255 0.492489 0.482425 -0.8 -0.4 0.7
C 0.913096 0.381391 0.474543 1.3 0.1 0.5
C 1.625876 -0.502149 1.168801 -0.9 1.0 0.8
N 3.087486 -0.441424 1.205313 1.5 0.4 -0.5
H -1.164769 -1.035793 -2.634490 -0.4 0.8 0.0
H -1.675969 -1.586593 -1.082952 0.6 -0.4 0.4
H 0.072329 -1.141659 -1.505203 -0.2 -0.5 0.5
H -0.878044 1.358479 -1.514686 0.0 -0.1 -0.1
H -3.008804 1.455491 -0.296407 -0.5 0.3 -0.9
H -3.176937 0.204221 -1.567905 -0.3 1.3 -0.4
H -3.033806 -0.131831 -0.057179 0.5 0.1 0.2
H -0.874764 1.332974 1.120679 0.2 0.3 -0.5
H -1.042344 -0.365576 0.983944 0.5 -0.1 0.0
H 1.509706 1.174052 0.013608 -0.4 -0.2 -0.7
H 1.251881 -0.999385 2.058196 -0.2 -0.7 -0.6
H 3.478080 -1.291429 1.616631 0.0 0.0 0.3
H 3.583356 -0.359613 0.309033 -0.6 -0.2 -0.4
H 3.477870 0.376770 1.692235 -0.3 -0.2 0.6
```
Positions in Å, forces in eV/Å.

These are the natural (NBO) partial charges, in e, on atoms 1 to 4: number 1, C, carries -0.662; number 2, C, carries -0.015; number 3, N, carries -0.689; number 4, C, carries -0.481